The following is a DFT calculation (ωB97M-V/def2-TZVPD) of a molecular structure, C32H24IrO2P.

Geometry as XYZ:
```
60
C32H24IrO2P, DFT ωB97M-V/def2-TZVPD
Ir -0.1128 -0.1641 -0.0151
C 2.1651 -1.2430 5.6539
C 2.6783 -0.6704 4.4979
C 1.8330 -0.3797 3.4388
C 0.4690 -0.6569 3.5386
C -0.0467 -1.2252 4.7016
C 0.8078 -1.5136 5.7554
P -0.6031 -0.1785 2.1802
C -2.0558 -1.0663 2.1926
C -2.1399 -2.4503 2.5147
C -3.2264 -3.2017 2.2133
C -4.3466 -2.5743 1.5562
C -4.3351 -1.2940 1.1613
C -3.0975 -0.4381 1.2882
C -0.9650 1.5856 2.3840
C -1.4658 2.1231 3.5387
C -1.7101 3.5102 3.6113
C -1.4115 4.3223 2.5508
C -0.8619 3.7974 1.3561
C -0.5123 4.6076 0.2464
C 0.0438 4.0380 -0.8622
C 0.2651 2.6405 -0.9375
C -0.0965 1.8197 0.0970
C -0.6523 2.4032 1.2730
H 2.8247 -1.4808 6.4785
H 3.7353 -0.4526 4.4187
H 2.2286 0.0557 2.5286
H -1.1063 -1.4214 4.7863
H 0.4070 -1.9504 6.6609
H -1.3033 -2.9203 3.0190
H -3.2723 -4.2441 2.4931
H -5.2436 -3.1593 1.3862
H -5.1957 -0.8624 0.6636
H -3.3454 0.5793 1.6013
H -1.6818 1.4886 4.3904
H -2.1245 3.9309 4.5182
H -1.5772 5.3913 2.6189
H -0.6699 5.6777 0.3037
H 0.3241 4.6581 -1.7046
H 0.7235 2.2255 -1.8268
C 1.8144 -0.0814 0.1653
C 3.0232 -0.0292 0.2749
C 4.4513 -0.0387 0.3898
C 5.1187 -1.1706 0.8662
C 6.4964 -1.1627 1.0088
C 7.2266 -0.0279 0.6825
C 6.5728 1.0978 0.2003
C 5.1959 1.0940 0.0502
H 4.5438 -2.0529 1.1155
H 7.0025 -2.0455 1.3779
H 8.3021 -0.0211 0.8031
H 7.1385 1.9826 -0.0618
H 4.6801 1.9654 -0.3311
C -3.7458 1.6976 -0.5746
O -3.0469 0.5329 -1.0392
C -2.5036 -0.3024 -0.1521
O -1.8092 -1.2271 -0.6376
H -4.0124 2.2499 -1.4702
H -3.1017 2.3138 0.0520
H -4.6511 1.4225 -0.0351
```

Values from the calculation:
largest force on an atom	1.79	eV Å⁻¹
net charge	0
highest occupied orbital energy (alpha / beta)	-6.4 / -6.4	eV
ΔE to the lowest compared entry with this formula, charge and spin	169.70	kJ/mol



The following is a DFT calculation (ωB97M-V/def2-TZVPD) of a molecular structure, C32H24MoNP2S4.

Geometry as XYZ:
```
64
C32H24MoNP2S4, DFT ωB97M-V/def2-TZVPD
Mo 0.1596 0.2414 0.2727
S 0.8239 1.9696 1.6598
P -0.6776 1.0139 2.8588
C -0.9647 -0.3698 1.7699
P -2.5844 -0.8770 1.1839
S -2.2725 0.1772 -0.5647
C -2.5886 -2.6193 0.7426
C -1.5676 -3.0958 -0.0829
C -1.6438 -4.3826 -0.5758
C -2.7333 -5.1840 -0.2400
C -3.7300 -4.7172 0.6036
C -3.6724 -3.4233 1.0943
C -3.9394 -0.3457 2.2235
C -4.0210 -0.9679 3.4722
C -5.0334 -0.5937 4.3342
C -5.9304 0.3956 3.9497
C -5.8415 1.0028 2.7040
C -4.8411 0.6344 1.8226
C 0.1042 0.6656 4.4230
C 0.1756 -0.6281 4.9371
C 0.8230 -0.8210 6.1434
C 1.3979 0.2559 6.8080
C 1.3163 1.5422 6.2866
C 0.6667 1.7600 5.0887
C -1.9992 2.2435 2.8873
C -2.5803 2.5915 4.1061
C -3.5342 3.5954 4.1272
C -3.9146 4.2266 2.9520
C -3.3443 3.8618 1.7384
C -2.3754 2.8787 1.7019
H -0.7184 -2.4311 -0.3428
H -0.8715 -4.7676 -1.2260
H -2.7986 -6.1798 -0.6504
H -4.5600 -5.3539 0.8732
H -4.4536 -3.0375 1.7351
H -3.3093 -1.7424 3.7339
H -5.1277 -1.0705 5.2975
H -6.7052 0.7015 4.6340
H -6.5569 1.7579 2.4192
H -4.7624 1.0743 0.8379
H -0.2668 -1.4553 4.3984
H 0.8886 -1.8122 6.5637
H 1.9205 0.0902 7.7375
H 1.7698 2.3710 6.8067
H 0.5901 2.7524 4.6621
H -2.2640 2.1086 5.0195
H -3.9727 3.8966 5.0656
H -4.6502 5.0154 2.9752
H -3.6419 4.3559 0.8257
H -1.8813 2.6292 0.7646
S 2.2488 -0.8431 -0.1801
C 2.0221 0.2946 -1.4793
N 0.7470 0.7192 -1.5802
C 0.5714 1.5434 -2.6718
C -0.6196 2.1060 -3.1301
C -0.5746 2.8926 -4.2669
C 0.6294 3.1563 -4.9187
C 1.8233 2.6177 -4.4664
C 1.7802 1.7938 -3.3572
S 3.1177 0.9193 -2.6210
H -1.5501 1.8977 -2.6194
H -1.4912 3.2988 -4.6649
H 0.6328 3.7826 -5.7954
H 2.7526 2.8218 -4.9703
```

Values from the calculation:
largest force on an atom	2.45	eV Å⁻¹
net charge	+3
highest occupied orbital energy (alpha / beta)	-16.9 / -16.9	eV
ΔE to the lowest compared entry with this formula, charge and spin	30.71	kJ/mol



The following is a DFT calculation (ωB97M-V/def2-TZVPD) of a molecular structure, C32H25AsN2O11PSTi.

Geometry as XYZ:
```
74
C32H25AsN2O11PSTi, DFT ωB97M-V/def2-TZVPD
Ti 0.8302 0.1210 -0.9565
O 2.6709 -3.3865 0.3223
C 2.2493 -2.1593 0.1563
O 1.4851 -1.8237 -0.7570
C 2.6791 -1.1094 1.0888
C 3.6648 -1.1494 2.0715
C 4.0289 0.0484 2.6761
C 3.4502 1.2368 2.2474
C 2.4537 1.1740 1.2781
N 2.0507 0.0258 0.7616
C 1.8301 2.3531 0.5378
O 2.1096 3.4936 0.8016
O 1.0538 1.9391 -0.4081
H 2.3032 -3.9810 -0.3591
H 4.1442 -2.0816 2.3299
H 4.7922 0.0585 3.4414
H 3.7680 2.1981 2.6193
O -0.3935 -2.4943 -2.4288
N -1.3602 -2.0471 -1.5781
C -2.4227 -1.5044 -2.0234
C -3.3270 -0.9962 -1.0202
C -4.6891 -0.7974 -1.2345
C -5.4852 -0.3308 -0.2035
C -4.9245 -0.0236 1.0266
C -3.5655 -0.1956 1.2399
C -2.7553 -0.6866 0.2253
P -0.9704 -0.9973 0.4632
C -1.0005 -2.6317 1.2822
C -1.5923 -2.7408 2.5387
C -1.6796 -3.9721 3.1621
C -1.1952 -5.1065 2.5308
C -0.6187 -5.0045 1.2750
C -0.5167 -3.7731 0.6516
C -0.6315 0.1867 1.8406
C -0.9791 1.5225 1.6202
C -0.6303 2.4976 2.5366
C 0.0858 2.1548 3.6748
C 0.4403 0.8346 3.8979
C 0.0906 -0.1470 2.9852
H -0.4192 -2.0163 -3.2829
H -2.6410 -1.3867 -3.0865
H -5.1283 -1.0439 -2.1896
H -6.5447 -0.2036 -0.3568
H -5.5442 0.3609 1.8231
H -3.1374 0.0790 2.1930
H -1.9993 -1.8632 3.0191
H -2.1380 -4.0452 4.1376
H -1.2907 -6.0725 3.0009
H -0.2631 -5.8917 0.7758
H -0.1011 -3.7030 -0.3429
H -1.5386 1.7971 0.7292
H -0.9089 3.5244 2.3570
H 0.3593 2.9137 4.3907
H 0.9963 0.5604 4.7820
H 0.3641 -1.1780 3.1717
O -1.3379 1.0035 -3.9696
As -0.8242 1.8703 -2.4951
O -2.0412 2.8954 -2.2320
O -0.8132 0.6451 -1.3093
C 0.8156 2.7921 -3.0397
C 0.6917 4.1681 -3.1874
C 1.7758 4.9174 -3.6165
C 2.9814 4.2942 -3.9019
C 3.1079 2.9221 -3.7412
C 2.0194 2.1792 -3.3176
S 2.2599 0.4489 -3.0165
O 3.1232 -0.1283 -3.9855
O 2.7385 0.3650 -1.6071
O 0.9082 -0.1734 -2.9158
H -2.1871 1.3717 -4.2458
H -0.2622 4.6241 -2.9427
H 1.6802 5.9879 -3.7197
H 3.8242 4.8776 -4.2385
H 4.0309 2.4027 -3.9531
```

Values from the calculation:
largest force on an atom	3.96	eV Å⁻¹
net charge	+1
highest occupied orbital energy	-11.2	eV
ΔE to the lowest compared entry with this formula, charge and spin	194.10	kJ/mol



The following is a DFT calculation (ωB97M-V/def2-TZVPD) of 11 unconnected molecules or ions with the total composition C32H25Cl40N4O2.

Geometry as XYZ:
```
103
C32H25Cl40N4O2, DFT ωB97M-V/def2-TZVPD
C 0.0985 -1.1767 1.5152
C 1.6749 -1.1552 1.6073
C 2.2466 -0.9407 2.9814
C 3.7180 -0.8942 3.1787
C 4.6053 -1.1039 2.0117
C 4.0831 -1.3226 0.6355
C 2.5946 -1.3270 0.4580
C 1.9866 -1.4987 -0.9909
C 1.0715 -0.2826 -1.3450
N 0.0268 -0.4815 -2.2274
C -0.6088 0.7873 -2.3001
C 0.0309 1.8117 -1.4774
C -0.3469 3.3074 -1.2563
C -0.2060 4.2197 -2.5430
C 1.2800 4.6951 -2.8515
N 1.9490 5.3848 -1.7289
C 2.8483 4.5039 -0.9471
C 4.1656 5.2338 -0.4856
C 5.4009 5.1123 -1.3283
C 6.6580 5.7979 -0.9825
C 6.7702 6.6468 0.2266
C 5.5562 6.7377 1.0948
C 4.2769 6.0474 0.7520
O 3.1549 6.1869 1.6029
N 1.1156 1.0280 -0.9146
O 2.0464 1.5501 -0.0754
C 1.4564 1.9500 1.1291
N 1.0161 2.6734 1.9140
H -0.2049 -0.2303 0.9733
H -0.3504 -1.1138 2.5469
H -0.2946 -2.0382 0.9068
H 1.5326 -0.7872 3.8349
H 4.0805 -0.7014 4.2209
H 5.7174 -1.0994 2.1631
H 4.7700 -1.4648 -0.2429
H 1.3192 -2.4196 -0.9646
H 2.7783 -1.6865 -1.7770
H -0.2154 -1.3652 -2.6860
H -1.5176 0.9182 -2.9320
H 0.2054 3.7963 -0.4012
H -1.4415 3.3234 -0.9618
H -0.8115 5.1583 -2.3313
H -0.6933 3.7655 -3.4611
H 1.8962 3.8508 -3.2933
H 1.1909 5.4558 -3.6934
H 1.2942 5.8999 -1.1392
H 3.1428 3.5908 -1.5478
H 2.3162 4.1792 -0.0047
H 5.2841 4.4671 -2.2469
H 7.5261 5.6781 -1.6752
H 7.7211 7.1858 0.4598
H 5.6696 7.3847 2.0050
H 2.7848 5.2861 1.6629
C 2.8894 8.4186 4.9281
Cl 4.1417 7.8949 3.7877
Cl 2.9104 7.3645 6.3544
Cl 3.2018 10.0916 5.4249
Cl 1.3008 8.3215 4.1448
C -2.7521 -3.4179 -3.6869
Cl -3.4993 -3.4042 -5.2884
Cl -3.1971 -4.9055 -2.8436
Cl -0.9827 -3.3452 -3.8488
Cl -3.3113 -1.9957 -2.7618
C -5.1517 -4.4593 0.6932
Cl -3.9465 -5.7581 0.7800
Cl -5.2977 -3.6789 2.2801
Cl -4.6351 -3.2608 -0.5101
Cl -6.7191 -5.1350 0.2209
C 3.5337 -5.1775 2.1896
Cl 2.1984 -5.4640 3.3257
Cl 5.0796 -5.4677 3.0091
Cl 3.3808 -6.2735 0.8038
Cl 3.4551 -3.4935 1.6110
C -2.7513 -7.5961 4.3885
Cl -4.0793 -6.4685 4.0572
Cl -1.3044 -7.0827 3.4958
Cl -2.4025 -7.6042 6.1257
Cl -3.2173 -9.2260 3.8704
C -4.6164 -5.6814 9.4555
Cl -3.7046 -4.4385 10.3319
Cl -5.0042 -5.0932 7.8271
Cl -3.6382 -7.1554 9.3321
Cl -6.1169 -6.0395 10.3279
C 3.8910 -5.3017 -3.2281
Cl 2.6611 -5.0000 -4.4677
Cl 3.5483 -4.2567 -1.8345
Cl 3.8322 -6.9974 -2.7210
Cl 5.4959 -4.9344 -3.8807
C -1.3001 5.5410 -6.1286
Cl -0.5307 6.8569 -5.2214
Cl -1.6947 6.1009 -7.7608
Cl -0.1865 4.1609 -6.2308
Cl -2.7872 5.0408 -5.2989
C -7.2647 -1.7778 -6.2446
Cl -7.3026 -0.4860 -7.4575
Cl -6.0349 -1.4038 -5.0206
Cl -8.8516 -1.9068 -5.4670
Cl -6.8635 -3.3165 -7.0307
C -11.0109 -4.7734 0.2032
Cl -10.0968 -3.5342 1.0837
Cl -11.3885 -4.1838 -1.4260
Cl -10.0383 -6.2529 0.0853
Cl -12.5165 -5.1243 1.0689
```

Values from the calculation:
largest force on an atom	5.43	eV Å⁻¹
net charge	+1
highest occupied orbital energy	-10.3	eV



The following is a DFT calculation (ωB97M-V/def2-TZVPD) of a molecular structure, C32H25Cl5N8O7Ti.

Geometry as XYZ:
```
78
C32H25Cl5N8O7Ti, DFT ωB97M-V/def2-TZVPD
Ti 0.3732 -1.1063 -0.1217
C 2.8770 -1.1467 4.5864
C 3.8347 -1.0611 3.5794
C 3.4878 -0.6105 2.3179
C 2.1713 -0.2402 2.0452
C 1.2231 -0.2973 3.0570
C 1.5753 -0.7523 4.3234
N 1.7477 0.0480 0.7034
C 2.5823 0.7059 -0.1838
C 3.4983 1.7144 0.1445
C 4.2170 2.3299 -0.8550
C 4.0744 1.9771 -2.2115
C 3.1991 0.9868 -2.5598
C 2.4711 0.3505 -1.5434
N 1.6063 -0.7202 -1.7420
N 1.3980 -1.2151 -2.8675
C 0.4441 -2.2684 -2.8216
C 0.1854 -2.9928 -3.9624
C -0.7243 -4.0390 -3.8754
C -1.3265 -4.3200 -2.6602
C -1.0179 -3.5339 -1.5645
N -0.1640 -2.5101 -1.6490
H 3.1477 -1.5214 5.5646
H 4.8542 -1.3677 3.7738
H 4.2335 -0.5793 1.5328
H 0.2167 0.0440 2.8488
H 0.8266 -0.7911 5.1055
H 3.6247 2.0009 1.1803
H 4.9149 3.1155 -0.5934
H 4.6618 2.4828 -2.9645
H 3.0618 0.6784 -3.5873
H 0.6977 -2.7396 -4.8800
H -0.9540 -4.6338 -4.7493
H -2.0397 -5.1250 -2.5575
H -1.4732 -3.7103 -0.5990
Cl -1.7320 -5.0560 5.4999
C -0.9790 -4.3298 4.1492
C -1.6622 -3.3615 3.4161
Cl -3.2521 -2.8720 3.8269
C -1.0196 -2.7876 2.3336
Cl -1.7568 -1.5202 1.3689
C 0.2647 -3.1412 1.9589
O 0.8133 -2.5046 0.9057
C 0.9465 -4.1035 2.6854
Cl 2.5463 -4.5011 2.2209
C 0.3222 -4.6984 3.7806
Cl 1.1593 -5.8819 4.6815
N 0.2148 5.8571 2.8922
C -0.5715 4.7269 2.2453
C 0.0710 3.3733 2.5371
N -0.5710 2.2898 1.8250
H -0.2222 6.7665 2.7316
H 1.1659 5.9013 2.5221
H 0.2872 5.7253 3.9034
H -0.5978 4.9320 1.1768
H -1.5818 4.7916 2.6446
H 0.0400 3.1716 3.6117
H 1.1249 3.4006 2.2421
H -0.4439 2.3769 0.8219
H -1.5578 2.2200 2.0419
O -0.3357 2.2859 -1.2820
C -0.9873 1.2876 -1.4650
O -0.7894 0.1568 -0.7776
C -2.1108 1.1956 -2.4392
C -2.7485 -0.0153 -2.6711
C -3.7731 -0.0591 -3.5906
C -4.2118 1.0535 -4.2781
C -3.5546 2.2393 -4.0131
C -2.5107 2.3394 -3.1192
N -3.9953 3.4663 -4.7251
O -4.8037 3.3260 -5.6123
O -3.4989 4.5134 -4.3663
N -4.4199 -1.3680 -3.8517
O -5.4329 -1.3645 -4.5056
O -3.8450 -2.3575 -3.4321
H -2.4537 -0.9183 -2.1609
H -5.0219 1.0039 -4.9912
H -2.0211 3.2882 -2.9563
```

Values from the calculation:
largest force on an atom	1.31	eV Å⁻¹
net charge	+2
highest occupied orbital energy	-12.9	eV
ΔE to the lowest compared entry with this formula, charge and spin	90.68	kJ/mol



The following is a DFT calculation (ωB97M-V/def2-TZVPD) of a molecular structure, C32H25N4OPV.

Geometry as XYZ:
```
64
C32H25N4OPV, DFT ωB97M-V/def2-TZVPD
V 0.6607 -0.5571 1.8716
N 0.2200 -2.2225 2.9406
C -0.0670 -2.9353 1.7046
C -1.2890 -3.5714 1.5216
C -1.5595 -4.1540 0.2990
C -0.6339 -4.0660 -0.7417
C 0.5691 -3.4113 -0.5598
C 0.8846 -2.8348 0.6753
C 2.2216 -2.1786 0.8521
C 3.3862 -2.8826 0.5422
C 4.6242 -2.2703 0.6528
C 4.7562 -0.9414 1.0818
C 3.6356 -0.2126 1.4084
C 2.3917 -0.8427 1.2964
H -0.5803 -2.2013 3.5724
H 1.0196 -2.6015 3.4534
H -1.9998 -3.6397 2.3366
H -2.4890 -4.6882 0.1537
H -0.8560 -4.5221 -1.6972
H 1.2811 -3.3402 -1.3722
H 3.3096 -3.9114 0.2123
H 5.5137 -2.8363 0.4060
H 5.7384 -0.4959 1.1664
H 3.7075 0.8118 1.7485
O -0.3492 -0.0490 0.5591
P -0.8537 0.9050 -0.6800
C -0.0752 0.2036 -2.1035
C 1.3140 0.0151 -2.1172
C 1.9165 -0.5277 -3.2362
C 1.1427 -0.8758 -4.3421
C -0.2306 -0.6809 -4.3334
C -0.8480 -0.1429 -3.2130
C -2.6072 0.7644 -0.7182
C -3.3898 1.9061 -0.9142
C -4.7643 1.7729 -1.0377
C -5.3490 0.5168 -0.9641
C -4.5685 -0.6213 -0.7730
C -3.1975 -0.5046 -0.6553
C -0.3097 2.5389 -0.2979
C -0.8011 3.1539 0.8646
C -0.4136 4.4458 1.1657
C 0.4553 5.1267 0.3139
C 0.9364 4.5219 -0.8380
C 0.5564 3.2245 -1.1518
H 1.9209 0.3180 -1.2711
H 2.9898 -0.6616 -3.2649
H 1.6203 -1.2890 -5.2208
H -0.8220 -0.9402 -5.2007
H -1.9192 0.0126 -3.2086
H -2.9356 2.8860 -0.9811
H -5.3770 2.6500 -1.1938
H -6.4221 0.4192 -1.0615
H -5.0385 -1.5943 -0.7269
H -2.5837 -1.3892 -0.5262
H -1.5103 2.6376 1.5033
H -0.8083 4.9408 2.0433
H 0.7417 6.1444 0.5442
H 1.5949 5.0645 -1.5023
H 0.9141 2.7626 -2.0629
N 0.8508 0.7097 3.0149
C 0.8875 1.6573 3.8339
N 0.9342 2.5365 4.5927
C 0.9654 3.5361 5.4448
N 0.9878 4.4111 6.1910
```

Values from the calculation:
largest force on an atom	0.16	eV Å⁻¹
net charge	+3
highest occupied orbital energy	-17.3	eV
ΔE to the lowest compared entry with this formula, charge and spin	0.50	kJ/mol